1.
ORCA calculation (ωB97M-V with the def2-TZVPD basis set) on 7 unconnected molecules or ions with the total composition C30H90N12O7P4S3 at a distorted geometry.

Properties
calculated total energy = -134446.244 eV
spin multiplicity = 1
highest occupied orbital energy = -8.2 eV

Positions of all 146 atoms, in Å:
C -0.348 -6.123 0.456
S -1.254 -5.206 -0.811
O -0.829 -3.750 -0.709
C -0.460 -5.934 -2.218
H -0.649 -7.224 0.536
H -0.621 -5.604 1.407
H 0.685 -6.028 0.144
H -0.994 -5.500 -3.096
H -0.682 -6.984 -2.188
H 0.610 -5.604 -2.326
C -4.359 -1.708 4.141
S -5.423 -3.185 4.112
O -6.850 -2.693 4.048
C -4.898 -3.677 2.364
H -3.365 -2.089 4.392
H -4.660 -1.144 5.033
H -4.256 -1.048 3.277
H -5.113 -4.729 2.220
H -3.841 -3.512 2.279
H -5.414 -3.089 1.581
C 0.503 -2.173 1.406
S -1.150 -1.685 2.084
O -0.894 -0.521 2.988
C -1.856 -0.945 0.589
H 0.736 -3.186 1.800
H 1.154 -1.364 1.604
H 0.421 -2.327 0.330
H -2.045 -1.593 -0.299
H -1.197 -0.092 0.374
H -2.808 -0.526 0.918
O -3.976 -1.467 -4.444
P -4.992 -0.916 -3.550
N -4.846 -1.496 -2.066
C -4.578 -2.919 -2.036
C -5.650 -1.057 -0.978
N -6.438 -1.219 -4.232
C -7.598 -0.949 -3.452
C -6.606 -1.990 -5.388
N -5.094 0.676 -3.137
C -5.718 1.651 -3.990
C -4.017 1.255 -2.309
H -3.968 -3.219 -2.853
H -5.560 -3.447 -1.987
H -4.046 -3.214 -1.088
H -6.604 -1.573 -0.917
H -5.858 -0.037 -1.143
H -5.119 -1.155 -0.026
H -8.029 -1.821 -2.964
H -7.404 -0.245 -2.653
H -8.358 -0.478 -4.094
H -6.672 -3.049 -5.092
H -7.625 -1.845 -5.766
H -5.885 -1.803 -6.207
H -5.030 2.187 -4.638
H -6.320 1.160 -4.765
H -6.290 2.312 -3.303
H -3.193 1.599 -2.890
H -3.687 0.602 -1.518
H -4.459 2.183 -1.970
O 5.226 4.487 -1.878
P 4.127 4.116 -0.967
N 3.323 2.772 -1.623
C 2.940 2.749 -3.017
C 2.915 1.623 -0.914
N 2.970 5.206 -0.766
C 1.669 4.810 -0.224
C 3.165 6.639 -0.794
N 4.653 3.662 0.495
C 5.607 2.581 0.530
C 4.321 4.404 1.724
H 1.892 2.713 -3.223
H 3.489 2.047 -3.612
H 3.246 3.740 -3.381
H 3.299 1.612 0.130
H 3.383 0.757 -1.346
H 1.817 1.572 -0.985
H 1.518 3.734 -0.421
H 1.482 5.015 0.868
H 0.888 5.335 -0.760
H 2.225 7.123 -1.078
H 3.422 7.092 0.192
H 3.938 6.984 -1.463
H 5.383 1.773 -0.151
H 6.592 2.992 0.336
H 5.680 2.065 1.487
H 3.772 5.313 1.521
H 5.239 4.733 2.225
H 3.767 3.746 2.362
O 1.574 -4.479 -4.205
P 1.831 -3.089 -3.826
N 2.615 -2.333 -5.125
C 2.327 -2.789 -6.462
C 2.909 -0.928 -5.075
N 2.912 -2.767 -2.588
C 4.290 -3.081 -2.897
C 2.461 -3.162 -1.248
N 0.480 -2.306 -3.285
C 0.508 -1.091 -2.504
C -0.788 -2.546 -4.055
H 1.941 -3.795 -6.359
H 3.105 -2.787 -7.189
H 1.497 -2.223 -6.927
H 3.104 -0.447 -4.118
H 2.081 -0.348 -5.552
H 3.706 -0.803 -5.826
H 4.781 -2.230 -3.321
H 4.853 -3.400 -2.024
H 4.423 -3.820 -3.662
H 2.774 -4.222 -1.072
H 3.043 -2.578 -0.513
H 1.413 -3.110 -1.074
H 1.472 -0.945 -1.941
H 0.427 -0.154 -3.065
H -0.252 -1.204 -1.770
H -0.682 -3.472 -4.561
H -1.036 -1.665 -4.652
H -1.585 -2.697 -3.296
O 3.349 3.581 4.482
P 2.614 2.939 5.552
N 3.432 1.658 6.147
C 3.554 0.384 5.434
C 4.611 1.961 6.991
N 1.139 2.423 5.067
C 0.236 1.531 5.830
C 0.473 2.944 3.880
N 2.460 3.924 6.890
C 2.738 5.322 6.817
C 1.554 3.521 7.887
H 3.032 0.454 4.513
H 3.172 -0.443 5.996
H 4.562 0.037 5.152
H 4.627 1.447 7.959
H 4.691 3.037 7.159
H 5.518 1.619 6.469
H 0.846 0.875 6.431
H -0.463 2.064 6.456
H -0.383 0.928 5.174
H 0.201 2.061 3.339
H -0.300 3.630 4.158
H 1.183 3.480 3.245
H 3.145 5.672 7.756
H 3.494 5.447 6.039
H 1.852 5.933 6.564
H 0.493 3.599 7.596
H 1.735 4.072 8.815
H 1.779 2.500 8.142

Atomic partial charges in e from the Mulliken method, atoms 1 to 99: -0.89 0.34 -0.42 -0.74 0.36 0.26 0.25 0.19 0.55 0.12 -0.76 0.44 -0.62 -0.52 0.31 0.39 0.19 0.45 0.04 0.14 -0.47 0.37 -0.59 -0.71 0.30 0.59 -0.38 0.05 0.34 0.39 -0.98 0.40 1.02 -1.24 -1.13 0.35 -1.23 -1.03 0.34 -1.08 -0.93 0.43 0.34 0.10 0.26 0.62 -0.08 0.31 0.41 0.38 0.31 0.33 0.24 0.31 0.33 0.36 0.34 0.19 0.35 -0.91 0.27 0.40 -1.11 -1.36 0.31 -0.75 -0.96 0.53 -1.14 -1.19 0.40 0.27 0.35 0.18 0.51 0.40 0.03 0.31 0.41 0.36 0.29 0.31 0.39 0.31 0.30 0.05 0.32 0.73 -0.95 0.03 0.40 -1.10 -0.94 0.69 -1.29 -1.21 1.03 -0.19 -1.21

---

2.
ORCA calculation (ωB97M-V with the def2-TZVPD basis set) on 15 unconnected molecules or ions with the total composition C30H90O30 at a distorted geometry.

Properties
calculated total energy = -93985.805 eV
spin multiplicity = 1
highest occupied orbital energy = -9.5 eV

Positions of all 150 atoms, in Å:
C 30.075 30.105 -0.468
C 29.262 29.771 0.758
O 28.407 28.650 0.538
O 29.236 30.514 -1.538
H 30.669 29.200 -0.594
H 30.733 30.935 -0.211
H 28.704 30.662 1.046
H 29.936 29.512 1.575
H 27.505 28.973 0.596
H 28.533 29.881 -1.704
C 21.103 24.585 4.608
C 20.073 23.829 3.758
O 19.823 24.486 2.554
O 22.498 24.548 4.327
H 20.989 24.215 5.627
H 20.905 25.652 4.707
H 19.108 23.745 4.259
H 20.371 22.786 3.655
H 19.309 25.268 2.768
H 22.628 24.407 3.387
C 24.537 30.047 -0.701
C 24.758 30.241 0.814
O 25.997 30.900 1.027
O 24.106 31.277 -1.255
H 23.756 29.316 -0.912
H 25.482 29.789 -1.178
H 24.723 29.363 1.459
H 23.966 30.877 1.210
H 26.090 31.710 0.520
H 24.413 31.375 -2.159
C 28.847 21.337 -0.951
C 28.447 22.119 -2.181
O 28.263 23.488 -1.864
O 27.785 21.343 -0.036
H 29.663 21.866 -0.459
H 29.155 20.320 -1.192
H 27.496 21.729 -2.545
H 29.206 22.093 -2.963
H 29.056 23.989 -1.660
H 27.586 22.266 0.137
C 24.999 30.585 8.433
C 23.779 30.446 7.536
O 24.002 29.872 6.263
O 25.108 29.325 9.141
H 24.772 31.357 9.169
H 25.919 30.885 7.932
H 23.331 31.411 7.304
H 23.066 29.852 8.108
H 24.573 29.101 6.260
H 25.006 28.657 8.460
C 28.619 26.781 -2.567
C 27.154 27.221 -2.758
O 27.066 28.604 -2.538
O 29.011 26.442 -1.236
H 29.324 27.509 -2.968
H 28.847 25.888 -3.149
H 26.519 26.638 -2.090
H 26.787 26.966 -3.752
H 26.184 28.878 -2.798
H 28.851 27.183 -0.646
C 29.201 27.518 6.082
C 29.568 27.678 4.550
O 29.987 29.009 4.461
O 28.196 28.362 6.576
H 30.120 27.791 6.601
H 28.951 26.493 6.359
H 28.679 27.470 3.955
H 30.428 27.030 4.383
H 29.226 29.406 4.030
H 28.538 29.229 6.347
C 24.240 23.104 -1.092
C 24.291 21.668 -1.482
O 24.605 21.342 -2.871
O 23.662 23.965 -2.049
H 25.231 23.557 -1.110
H 23.849 23.235 -0.083
H 23.356 21.205 -1.167
H 25.092 21.147 -0.957
H 24.511 20.389 -2.940
H 22.926 23.537 -2.491
C 25.819 26.001 3.032
C 26.644 25.879 1.673
O 26.688 24.592 1.188
O 25.428 27.354 3.181
H 26.426 25.656 3.869
H 24.918 25.389 3.001
H 27.646 26.300 1.750
H 26.116 26.448 0.908
H 26.938 24.748 0.274
H 25.679 27.704 4.038
C 24.599 22.365 4.986
C 25.097 22.504 3.557
O 23.996 22.461 2.647
O 25.348 21.503 5.766
H 23.602 21.928 5.040
H 24.592 23.319 5.513
H 25.796 21.717 3.272
H 25.761 23.362 3.452
H 23.936 21.594 2.239
H 24.991 21.565 6.655
C 28.372 31.746 4.963
C 27.010 31.235 4.404
O 27.063 30.000 3.602
O 28.643 31.200 6.210
H 28.275 32.829 5.033
H 29.241 31.627 4.316
H 26.708 31.998 3.688
H 26.290 31.067 5.205
H 26.351 29.953 2.960
H 29.105 31.867 6.723
C 32.475 25.734 2.020
C 31.432 26.230 1.068
O 31.137 25.241 0.016
O 31.966 24.652 2.847
H 32.857 26.541 2.645
H 33.211 25.221 1.402
H 31.673 27.164 0.559
H 30.495 26.426 1.588
H 30.455 25.699 -0.481
H 31.554 24.107 2.173
C 25.482 26.406 7.155
C 23.995 25.961 7.306
O 23.339 26.647 8.322
O 25.475 27.692 6.544
H 26.093 25.764 6.520
H 25.882 26.460 8.167
H 23.965 24.893 7.520
H 23.512 26.038 6.332
H 22.397 26.520 8.191
H 26.404 27.887 6.398
C 29.035 23.096 2.764
C 29.472 22.583 4.176
O 30.259 23.653 4.875
O 30.026 22.788 1.731
H 28.790 24.156 2.710
H 28.090 22.605 2.533
H 29.985 21.643 3.968
H 28.615 22.226 4.745
H 30.946 23.914 4.257
H 29.866 21.913 1.369
C 21.998 26.219 0.245
C 23.484 26.528 0.385
O 24.007 26.442 -0.963
O 21.258 27.300 -0.305
H 21.544 25.937 1.195
H 21.835 25.316 -0.345
H 23.854 25.679 0.960
H 23.734 27.451 0.909
H 24.037 25.521 -1.234
H 21.204 27.928 0.419

Atomic partial charges in e from the Mulliken method, atoms 1 to 99: -0.66 -0.04 1.35 -0.63 0.16 0.46 -0.02 0.19 -0.60 0.22 -0.38 -0.85 -0.48 0.02 0.38 0.39 0.41 0.28 0.31 -0.10 0.48 0.11 -0.52 -0.62 0.49 -0.52 -0.41 0.46 0.27 0.35 -0.13 -0.63 -0.37 -0.51 0.12 0.42 0.21 0.41 0.13 0.14 -0.21 -0.53 -0.54 -0.63 0.37 0.03 0.41 0.28 0.38 0.29 -0.84 -0.19 -0.63 -0.08 0.40 0.50 0.00 0.50 0.27 -0.27 -0.83 0.66 -0.61 -0.54 0.45 0.48 -0.27 0.13 -0.06 0.14 0.73 -0.68 -0.57 -0.61 -0.45 0.10 0.46 0.38 0.32 0.30 0.00 0.13 0.75 -0.23 0.58 -0.37 -0.16 -0.03 -0.48 -0.16 0.07 0.73 -0.41 -0.61 0.26 -0.24 0.59 -0.86 0.25

---

3.
ORCA calculation (ωB97M-V with the def2-TZVPD basis set) on 18 unconnected molecules or ions with the total composition C30H92BN5O23S2 at a distorted geometry.

Properties
calculated total energy = -109481.647 eV
spin multiplicity = 1
highest occupied orbital energy = -8.5 eV

Positions of all 153 atoms, in Å:
C -0.101 4.182 3.055
C -0.569 2.759 2.610
O -0.932 2.866 1.213
B -1.722 1.789 0.786
O -3.061 1.853 1.048
C -0.982 0.583 -0.025
C 0.483 1.015 -0.174
N 1.538 1.382 -0.177
C -0.949 -0.825 0.703
C -0.067 -0.622 1.947
N 0.591 -0.554 2.854
C -0.249 -1.963 -0.136
C 1.259 -2.188 0.267
C 1.846 -3.136 -0.867
C 2.322 -2.258 -2.080
N 3.596 -2.750 -2.691
C 3.241 -3.614 -3.810
N 3.275 -4.870 -3.680
N 2.833 -2.969 -5.052
S -2.596 -1.370 1.388
C -2.870 -0.736 3.083
O -3.691 -0.999 0.518
O -2.643 -2.819 1.524
S -1.686 0.556 -1.733
C -0.431 0.878 -3.026
O -2.315 -0.698 -2.096
O -2.676 1.614 -1.890
H -0.965 4.871 3.142
H 0.545 4.580 2.241
H 0.479 4.118 3.997
H -1.410 2.406 3.248
H 0.306 2.074 2.657
H -3.465 2.673 0.710
H -0.225 -1.739 -1.221
H -0.738 -2.951 -0.029
H 1.856 -1.264 0.211
H 1.370 -2.754 1.209
H 0.979 -3.734 -1.236
H 2.611 -3.833 -0.481
H 2.520 -1.197 -1.786
H 1.513 -2.207 -2.841
H 4.133 -3.258 -1.992
H 3.570 -5.097 -2.726
H 2.226 -2.174 -4.862
H 3.687 -2.563 -5.451
H -2.166 -1.310 3.722
H -3.884 -1.012 3.437
H -2.657 0.343 3.180
H -0.835 0.347 -3.916
H 0.553 0.422 -2.808
H -0.387 1.950 -3.303
C -6.325 0.470 -1.816
O -5.876 -0.474 -2.776
H -7.354 0.744 -2.045
H -6.283 0.027 -0.817
H -5.696 1.364 -1.855
H -4.965 -0.697 -2.546
C 6.594 -3.371 -6.182
O 5.865 -2.548 -5.267
H 5.885 -3.874 -6.837
H 7.267 -2.756 -6.781
H 7.168 -4.118 -5.628
H 6.513 -2.117 -4.702
C -2.937 -6.709 0.386
O -1.965 -5.667 0.363
H -2.745 -7.385 -0.446
H -2.865 -7.260 1.326
H -3.938 -6.281 0.280
H -2.156 -5.082 1.106
C 4.180 -0.437 2.556
O 4.111 -0.734 1.163
H 4.244 -1.373 3.109
H 5.067 0.166 2.761
H 3.282 0.103 2.865
H 4.054 0.107 0.695
C -0.562 4.972 -1.270
O -1.247 4.896 -2.522
H 0.425 5.396 -1.437
H -1.117 5.613 -0.583
H -0.459 3.973 -0.845
H -2.118 4.518 -2.350
C 2.765 -0.395 -7.953
O 3.393 -1.188 -6.952
H 1.700 -0.619 -7.953
H 2.910 0.667 -7.737
H 3.181 -0.633 -8.935
H 4.334 -0.977 -6.967
C -6.218 3.578 0.740
O -5.215 4.592 0.705
H -6.036 2.881 -0.076
H -6.167 3.043 1.691
H -7.205 4.027 0.620
H -5.393 5.195 1.434
C -8.910 5.667 2.698
O -8.081 4.642 3.238
H -9.314 5.320 1.749
H -9.734 5.881 3.383
H -8.325 6.574 2.531
H -7.734 4.966 4.075
C -4.261 -0.292 6.941
O -4.922 -0.323 5.682
H -3.277 0.154 6.811
H -4.839 0.310 7.647
H -4.147 -1.309 7.326
H -5.789 -0.722 5.826
C -2.877 -7.560 4.236
O -2.371 -8.470 3.269
H -3.913 -7.333 3.989
H -2.835 -8.009 5.232
H -2.293 -6.635 4.223
H -1.452 -8.657 3.507
C 7.772 2.193 2.308
O 6.390 2.348 2.635
H 8.042 1.145 2.425
H 7.941 2.496 1.276
H 8.386 2.799 2.978
H 6.173 3.280 2.525
C 6.406 1.171 -1.233
O 6.494 2.308 -0.381
H 6.879 1.413 -2.183
H 6.923 0.321 -0.779
H 5.358 0.914 -1.409
H 6.069 2.073 0.455
C -2.043 8.542 -2.054
O -0.948 9.081 -1.316
H -2.938 8.607 -1.439
H -2.193 9.117 -2.971
H -1.849 7.496 -2.301
H -0.169 9.014 -1.878
C -8.040 0.169 8.872
O -8.073 -0.130 7.480
H -7.974 -0.766 9.424
H -7.167 0.786 9.103
H -8.952 0.696 9.164
H -8.133 0.709 7.010
C 2.386 7.172 -0.232
O 1.008 7.340 0.077
H 2.656 6.131 -0.061
H 2.570 7.423 -1.281
H 2.996 7.812 0.411
H 0.789 8.265 -0.082
C 9.917 -3.637 -8.886
O 9.200 -2.810 -7.975
H 9.202 -4.136 -9.537
H 10.592 -3.028 -9.492
H 10.491 -4.388 -8.338
H 9.849 -2.379 -7.410
C 1.579 -8.267 2.618
O 0.621 -9.206 3.099
H 2.033 -7.768 3.472
H 2.355 -8.784 2.048
H 1.089 -7.524 1.984
H 0.233 -9.636 2.328

Atomic partial charges in e from the Mulliken method, atoms 1 to 99: -1.38 0.34 -0.37 0.56 -0.87 1.84 -1.12 -0.49 0.85 -0.92 -0.63 -0.68 -0.02 -1.42 0.07 -0.14 0.55 -0.73 -0.57 1.98 -1.02 -0.66 -0.66 1.81 -1.01 -0.74 -0.73 0.30 0.25 0.42 0.20 -0.04 0.12 0.03 0.24 -0.01 0.54 0.29 0.63 -0.12 0.16 0.33 0.26 0.26 0.29 0.40 0.54 0.13 0.45 0.18 0.31 -0.32 -0.59 0.36 0.21 0.01 0.33 -0.59 -0.36 0.29 0.27 0.25 0.21 -0.45 -0.35 0.23 0.11 0.26 0.22 -0.42 -0.36 0.27 0.13 0.16 0.14 -0.06 -0.63 0.23 0.29 -0.21 0.34 -0.68 -0.41 0.25 0.29 0.26 0.21 -0.08 -0.47 -0.11 0.25 0.18 0.25 -0.62 -0.44 0.24 0.30 0.27 0.27

---

| no. | molar mass (g/mol) |
| --- | --- |
| 1 | 951.22 |
| 2 | 931.02 |
| 3 | 966.02 |